17
Properties=species:S:1:pos:R:3 method="wB97M-V/def2-TZVPD" lumo_energy_ev="0.45 / 0.66" multiplicity=1 relative_energy_kcal_mol=111.83 e_tot_ha=-400.99855 e_homo_ev="-7.4024 / -6.9520" orbital_gap_ev="7.9 / 7.6"
C -0.0480 0.6152 0.1722
C 1.6350 1.0139 -0.8307
C -0.4773 1.4026 1.3623
C -0.3580 -0.7832 0.0114
N -0.5955 -1.5014 1.2285
C -0.4008 -1.4447 -1.1759
O 0.3146 1.4311 -0.8880
O -0.0259 -0.9318 -2.3736
H -0.0472 0.0346 -2.3324
H -1.5159 -1.3175 1.6097
H -0.4865 -2.4986 1.1028
H 2.0525 0.6388 -1.7553
H 2.2185 0.9693 0.0770
H -0.5436 -2.5156 -1.2177
H -0.9078 2.3585 1.0467
H 0.3934 1.6415 1.9848
H -1.2074 0.8873 1.9783

---

17
Properties=species:S:1:pos:R:3 method="wB97M-V/def2-TZVPD" lumo_energy_ev=0.51 multiplicity=1 relative_energy_kcal_mol=210.35 e_tot_ha=-400.84155 e_homo_ev=-8.1570 orbital_gap_ev=8.7
C 2.1370 0.6303 -0.5252
C 0.6415 0.4535 -0.9576
C -0.4652 0.4807 -0.0089
C -1.5215 -0.4767 1.6549
C 0.2243 -0.8239 0.2056
H 2.6644 1.4511 -1.0698
H 2.2818 0.3490 0.6177
H 2.5713 -0.3798 -1.1205
H -0.0262 0.3521 -3.1131
H 1.8439 0.4551 -2.6612
H -1.2815 0.3296 -0.8355
H -2.6928 -0.9275 1.4511
H -1.4199 -0.5664 2.7615
H 1.2232 -0.7981 0.8354
N 0.7229 0.6549 -2.2711
O -1.1760 0.7570 1.1823
O -0.8640 -1.5611 0.9200

---

17
Properties=species:S:1:pos:R:3 method="wB97M-V/def2-TZVPD" lumo_energy_ev=0.44 multiplicity=1 relative_energy_kcal_mol=98.31 e_tot_ha=-401.02010 e_homo_ev=-8.0225 orbital_gap_ev=8.5
C 0.6844 0.3145 0.6151
C 0.2914 -0.0132 -0.6883
C -2.4796 -0.8556 -0.4098
C 1.8882 1.9281 -0.0102
C -1.1115 -1.2763 0.0051
O 3.1546 2.1678 0.4591
N -0.8643 -2.3656 0.5516
O 1.2896 2.8066 -0.5585
H 3.5002 1.3592 0.8561
H 0.0814 -2.4980 0.9080
H 1.3168 -0.3874 1.1511
H 0.0339 0.9367 1.2209
H 0.9352 -0.6444 -1.2913
H -0.2522 0.7454 -1.2403
H -2.7768 0.0448 0.1293
H -2.4877 -0.6118 -1.4731
H -3.2037 -1.6508 -0.2248

---

17
Properties=species:S:1:pos:R:3 method="wB97M-V/def2-TZVPD" lumo_energy_ev=0.66 multiplicity=1 relative_energy_kcal_mol=41.62 e_tot_ha=-401.11044 e_homo_ev=-8.6820 orbital_gap_ev=9.3
C 0.4114 -1.6105 0.5675
C -0.8599 1.8084 -0.3139
C -0.8166 -1.5943 1.4086
N 0.5237 1.4349 -0.1719
C 0.4213 -1.8318 -0.7254
C 1.3046 0.9947 -1.2199
O 0.3732 -2.1982 -1.8420
O 2.5248 0.9260 -1.1352
H 1.0248 1.6415 0.6836
H 1.3585 -1.3842 1.0457
H 0.7495 0.8688 -2.1663
H -0.9286 2.8907 -0.4447
H -1.3050 1.3104 -1.1788
H -1.3909 1.5144 0.5949
H -1.6992 -1.3088 0.8274
H -0.9878 -2.5840 1.8424
H -0.7038 -0.8779 2.2281

---

17
Properties=species:S:1:pos:R:3 method="wB97M-V/def2-TZVPD" lumo_energy_ev="-0.07 / -0.07" multiplicity=1 relative_energy_kcal_mol=120.08 e_tot_ha=-400.98539 e_homo_ev="-6.3656 / -6.3673" orbital_gap_ev="6.3 / 6.3"
C -1.2114 -0.9720 0.2989
N -0.4240 -1.0044 -0.9814
O -2.4002 -0.3534 0.0391
O -1.0504 -1.8362 1.1297
H -2.9544 -0.5103 0.8203
H -0.1084 -1.9334 -1.2623
H -0.8896 -0.5086 -1.7386
C 0.1528 0.8031 0.6883
C 0.9108 -0.0179 -0.5712
C 0.6219 0.8107 1.9460
C 1.3948 0.7250 -1.6361
H -0.3955 1.6683 0.3176
H 1.5984 -0.7013 -0.0808
H 0.4090 1.6194 2.6365
H 0.7187 1.3345 -2.2266
H 2.4560 0.9136 -1.7236
H 1.1713 -0.0371 2.3441

---

17
Properties=species:S:1:pos:R:3 method="wB97M-V/def2-TZVPD" lumo_energy_ev=-4.10 multiplicity=1 relative_energy_kcal_mol=147.87 e_tot_ha=-400.94111 e_homo_ev=-8.6111 orbital_gap_ev=4.5
O -3.0112 0.4360 -0.1635
C -1.9516 -0.1721 -0.0672
O -1.7368 -1.3955 0.1720
C -0.6499 0.6681 -0.0688
C 0.4800 -0.3439 0.1203
C 1.8155 0.0535 0.3930
C 2.3299 1.3602 0.7088
N 1.7009 2.3787 1.1657
H -2.3923 -2.8978 -2.1807
H -0.8003 1.5244 0.5806
H -0.4903 1.0814 -1.0621
H 0.1383 -0.8953 1.0543
H 0.4166 -1.0487 -0.7093
H 2.5530 -0.7339 0.2767
H 3.4107 1.4851 0.6700
H 0.7937 2.0716 1.5164
H -2.6062 -3.5716 -2.4064

---

17
Properties=species:S:1:pos:R:3 method="wB97M-V/def2-TZVPD" lumo_energy_ev="-1.12 / -1.12" multiplicity=1 relative_energy_kcal_mol=203.63 e_tot_ha=-400.85225 e_homo_ev="-7.7394 / -7.7426" orbital_gap_ev="6.6 / 6.6"
C -0.1160 -0.7633 -0.2208
C -0.6289 -0.7107 -1.6558
C -1.1115 -1.3777 0.7562
N 1.6708 0.8210 0.8366
O 1.1065 -1.2065 -0.0901
O 2.8188 1.4992 0.4944
C 0.1406 1.1765 0.4332
C -0.6057 2.1306 0.5385
H 2.5541 2.0930 -0.2284
H 1.7720 0.0937 1.5447
H -0.6791 -1.7191 -2.0714
H -1.6229 -0.2583 -1.6867
H 0.0563 -0.1197 -2.2670
H -0.7305 -1.2669 1.7737
H -2.0744 -0.8683 0.6785
H -1.2330 -2.4424 0.5503
H -1.3170 2.9189 0.6142

---

18
Properties=species:S:1:pos:R:3 method="wB97M-V/def2-TZVPD" lumo_energy_ev=-0.16 multiplicity=1 relative_energy_kcal_mol=114.67 e_tot_ha=-799.17607 e_homo_ev=-8.3076 orbital_gap_ev=8.1
C 0.2485 -1.1829 0.0507
C 0.1993 -2.4603 -0.3054
C 0.1098 0.8949 0.7562
C 1.4698 1.4686 0.4650
C -1.6487 -0.0376 -0.9276
N -0.5266 -0.1112 -0.0521
O 3.1561 -0.5829 1.2509
O 3.0880 0.0277 -1.2027
S 2.4142 -0.1739 0.0563
H 1.1429 -2.9475 -0.3319
H -0.7073 -3.0845 -0.4432
H 0.2209 0.5189 1.6619
H -0.5527 1.7139 0.8930
H 1.5936 2.1295 -0.4452
H 1.6727 2.0173 1.4440
H -2.1745 -0.9132 -0.6927
H -2.3073 0.8354 -0.7625
H -1.3121 -0.1087 -2.0727